ORCA calculation (ωB97M-V/def2-TZVPD) on a 22-piece molecular cluster, C66H176O22 overall at a distorted geometry.

```
264
Properties=species:S:1:pos:R:3:forces:R:3
C 1.140 -0.222 -7.598 0.5 -0.4 -0.1
C 1.025 -1.685 -7.954 0.1 -1.3 0.3
C 0.478 -2.636 -6.864 -0.3 1.1 0.0
O 0.218 -1.805 -9.093 -0.5 -0.1 -0.9
H 1.715 -0.109 -6.678 -0.3 0.4 0.1
H 0.136 0.201 -7.570 0.0 0.2 0.5
H 1.662 0.289 -8.407 0.1 0.0 0.0
H 1.967 -2.133 -8.270 0.4 0.4 0.0
H 1.013 -2.506 -5.923 0.3 -0.3 0.0
H 0.446 -3.669 -7.209 0.3 0.1 0.0
H -0.546 -2.337 -6.637 -0.2 0.0 0.0
H -0.590 -1.323 -8.900 -0.3 0.0 -0.2
C 0.305 6.126 -0.504 0.1 0.0 0.3
C -0.641 4.991 -0.827 1.1 -2.7 1.7
C -1.470 4.416 0.335 0.3 0.1 0.7
O -1.554 5.258 -1.807 -0.9 1.2 -1.4
H -0.295 6.999 -0.246 0.2 0.3 -0.1
H 1.012 6.321 -1.311 -0.5 0.2 -0.4
H 0.984 5.913 0.322 -0.4 -0.2 0.3
H -0.057 4.147 -1.196 0.2 -0.1 -0.3
H -0.896 3.938 1.129 0.4 0.5 0.3
H -2.149 3.604 0.075 0.0 0.2 -0.8
H -2.085 5.219 0.740 0.0 0.1 0.4
H -2.101 5.953 -1.433 -0.5 0.3 -0.4
C 3.878 1.520 -0.263 -0.7 2.1 0.9
C 3.616 2.986 0.301 1.5 -0.2 -0.7
C 2.316 3.208 0.962 -1.5 0.1 0.7
O 4.623 3.434 1.206 -0.1 -0.1 0.7
H 3.856 0.786 0.542 0.0 0.0 0.1
H 4.853 1.503 -0.750 -0.2 -0.1 -0.3
H 3.036 1.361 -0.937 0.4 -0.4 -0.3
H 3.582 3.713 -0.510 0.4 -0.2 -0.7
H 2.103 4.220 1.308 0.8 0.4 0.0
H 2.187 2.606 1.861 -0.3 -0.5 -0.2
H 1.521 3.114 0.222 -0.2 -0.8 0.1
H 5.520 3.263 0.910 -0.1 -0.2 -0.4
C -1.520 1.714 -3.719 -0.4 -0.8 0.0
C -2.382 0.467 -4.047 2.2 -0.1 0.6
C -1.446 -0.728 -4.339 0.0 0.6 -1.6
O -3.030 0.112 -2.884 -2.5 0.1 1.0
H -0.928 1.411 -2.856 0.6 -0.1 -0.2
H -2.098 2.536 -3.297 -0.2 0.1 -0.6
H -0.889 1.979 -4.567 0.0 0.4 0.2
H -3.117 0.677 -4.824 0.1 -0.2 -0.1
H -0.782 -0.393 -5.136 0.3 -0.4 -0.2
H -1.975 -1.619 -4.675 -0.2 0.1 -0.1
H -0.822 -1.042 -3.503 -0.2 0.4 0.3
H -2.374 -0.261 -2.290 0.2 -0.4 0.7
C 3.147 3.130 5.498 0.3 -1.3 0.1
C 4.631 3.403 5.768 -0.3 0.7 -0.7
C 5.633 2.515 5.039 -0.2 -0.9 0.5
O 4.898 4.753 5.379 0.2 0.4 0.5
H 2.976 2.860 4.456 0.0 0.5 -0.3
H 2.466 3.909 5.839 0.4 0.2 -0.1
H 2.820 2.228 6.015 0.1 -0.1 0.2
H 4.780 3.335 6.846 0.2 0.2 0.0
H 5.656 1.524 5.491 -0.3 -0.3 -0.1
H 6.664 2.847 5.164 -0.2 0.5 -0.1
H 5.396 2.397 3.982 0.0 0.2 -0.1
H 4.417 4.936 4.569 0.0 -0.1 -0.2
C -0.006 2.567 6.412 -1.6 -0.8 -0.4
C -0.533 1.255 5.719 -0.2 3.0 -1.1
C -1.158 1.625 4.327 0.2 -0.4 0.5
O 0.565 0.492 5.387 1.2 -1.7 -0.2
H 0.410 3.277 5.697 0.1 -0.3 -0.1
H 0.710 2.358 7.207 -0.1 0.0 0.0
H -0.909 3.015 6.827 0.1 0.4 0.3
H -1.221 0.739 6.388 -0.2 -0.1 -0.1
H -0.341 1.869 3.648 0.3 0.2 0.2
H -1.835 2.480 4.332 -0.1 -0.1 0.3
H -1.644 0.783 3.833 -0.3 -0.1 0.3
H 0.966 0.198 6.209 0.3 -0.2 0.0
C -4.378 -4.017 -2.452 -0.1 -0.2 0.5
C -5.820 -4.173 -2.983 0.4 1.9 0.1
C -6.858 -3.808 -1.895 1.5 -0.8 -0.6
O -6.045 -3.266 -4.055 -0.1 -1.7 -1.2
H -4.156 -4.763 -1.690 -0.2 -0.1 0.2
H -4.221 -3.043 -1.989 -0.3 0.2 0.2
H -3.534 -4.095 -3.138 -0.5 -0.2 -0.7
H -5.963 -5.190 -3.347 -0.1 0.1 -0.2
H -6.679 -2.759 -1.660 -0.3 0.0 0.2
H -6.587 -4.432 -1.044 -0.7 0.1 0.4
H -7.851 -3.975 -2.313 0.0 0.0 0.4
H -5.993 -2.332 -3.836 0.2 0.3 0.5
C -1.544 -4.581 2.018 -0.1 0.5 -0.1
C -2.595 -4.453 0.871 0.7 0.5 1.1
C -3.809 -3.578 1.313 0.6 -0.8 -1.2
O -2.038 -3.869 -0.348 -0.7 0.0 1.2
H -1.875 -5.273 2.793 -0.5 0.1 0.0
H -1.356 -3.624 2.505 0.1 0.1 0.0
H -0.584 -5.011 1.734 0.0 0.2 -0.6
H -2.861 -5.507 0.786 -0.6 0.1 -1.1
H -4.439 -4.138 2.005 0.2 0.3 0.4
H -4.433 -3.381 0.442 0.0 -0.1 -0.1
H -3.497 -2.596 1.667 0.1 -0.2 0.4
H -1.532 -4.523 -0.835 0.3 -0.4 0.1
C 1.811 -4.443 -2.616 -0.2 1.6 -0.1
C 0.272 -4.564 -2.671 0.7 -0.9 -1.3
C -0.232 -5.118 -4.030 0.1 0.6 0.4
O -0.031 -5.509 -1.647 -0.4 0.1 0.2
H 2.243 -3.606 -3.166 -0.3 0.0 -0.7
H 2.306 -5.347 -2.969 -0.1 -0.1 0.1
H 2.155 -4.152 -1.623 -0.2 -0.6 0.4
H -0.319 -3.664 -2.502 0.4 0.3 0.5
H -0.219 -4.349 -4.802 0.3 0.1 0.0
H -1.284 -5.388 -3.934 0.1 -0.3 0.1
H 0.373 -5.957 -4.373 -0.1 -0.1 0.1
H 0.689 -6.137 -1.738 -0.2 -0.5 0.4
C 3.128 0.484 -3.927 -0.5 -0.7 -0.6
C 4.524 0.656 -4.516 -0.6 1.2 0.1
C 4.493 1.047 -6.001 -0.7 -1.7 0.3
O 5.085 1.764 -3.819 1.1 -0.1 0.7
H 3.046 0.116 -2.905 0.6 0.1 0.1
H 2.555 -0.230 -4.519 -0.2 0.0 -0.2
H 2.612 1.443 -3.956 -0.2 0.1 -0.1
H 5.143 -0.223 -4.332 0.2 0.1 0.0
H 3.936 1.975 -6.127 0.5 0.3 -0.1
H 3.886 0.298 -6.509 -0.1 -0.1 -0.2
H 5.474 0.958 -6.467 0.0 0.7 0.1
H 4.572 2.541 -4.052 -0.1 0.1 -0.1
C -3.348 4.934 -4.413 -1.5 0.0 -1.3
C -2.115 5.262 -5.237 0.4 0.7 2.1
C -2.031 6.766 -5.514 -0.3 0.2 -0.5
O -1.038 4.861 -4.452 2.2 -0.7 -0.3
H -3.457 5.261 -3.379 0.8 0.5 -0.1
H -3.537 3.862 -4.349 0.0 0.0 -0.4
H -4.137 5.432 -4.977 -0.8 -0.4 0.2
H -2.044 4.658 -6.141 -0.4 0.2 -0.2
H -2.119 7.387 -4.622 -0.3 -0.3 0.4
H -2.857 7.027 -6.176 0.0 0.3 -0.1
H -1.099 7.135 -5.943 0.1 -0.6 -0.4
H -1.174 5.111 -3.535 -0.2 0.1 0.2
C -7.343 0.147 -5.329 0.1 0.0 -0.1
C -5.951 0.407 -4.717 -2.1 0.5 0.2
C -5.898 1.724 -3.924 0.0 -0.1 -1.4
O -5.727 -0.633 -3.808 0.3 -0.4 0.3
H -8.171 0.253 -4.628 0.2 0.2 0.3
H -7.434 -0.877 -5.692 0.3 -0.1 -0.1
H -7.550 0.806 -6.173 0.1 0.1 0.0
H -5.240 0.377 -5.543 0.3 0.1 0.0
H -6.089 2.533 -4.629 0.2 0.3 0.1
H -4.899 1.826 -3.498 -0.1 0.2 0.2
H -6.683 1.779 -3.169 0.2 -0.3 0.1
H -4.869 -0.445 -3.421 0.7 -0.2 0.6
C 3.322 -1.679 3.129 0.0 0.5 -0.7
C 1.891 -1.668 2.480 1.7 -1.0 0.6
C 1.762 -2.972 1.620 -0.8 1.1 1.2
O 0.955 -1.691 3.532 -0.9 -1.0 0.2
H 3.570 -2.532 3.762 -0.7 -0.3 0.0
H 3.510 -0.814 3.764 -0.2 0.3 -0.1
H 4.097 -1.698 2.362 0.0 0.2 -0.2
H 1.669 -0.733 1.966 0.6 -0.1 -0.6
H 2.451 -2.996 0.776 -0.1 0.0 0.2
H 0.724 -3.113 1.317 0.1 0.2 -0.4
H 1.931 -3.787 2.324 0.4 -0.2 -0.1
H 0.890 -0.825 3.942 0.0 0.4 0.3
C -0.736 -4.082 5.936 0.0 -0.7 0.0
C 0.590 -3.628 6.549 0.7 0.7 -1.2
C 1.106 -4.450 7.706 -1.5 -0.2 0.4
O 1.648 -3.595 5.553 -0.3 -0.6 0.9
H -1.145 -3.435 5.160 0.4 0.4 0.1
H -1.522 -4.184 6.684 0.1 0.0 0.2
H -0.632 -5.049 5.444 0.2 -0.2 0.1
H 0.420 -2.607 6.891 0.1 0.3 0.2
H 1.212 -5.493 7.407 0.6 0.1 0.0
H 0.298 -4.476 8.438 -0.2 0.0 0.2
H 1.930 -4.013 8.271 0.4 -0.2 -0.6
H 1.430 -2.974 4.854 -0.4 0.4 -0.3
C 5.407 -2.717 -6.171 -0.9 -0.8 -1.1
C 5.352 -3.226 -4.751 1.4 0.6 -0.5
C 5.434 -4.739 -4.665 -0.5 0.1 -0.2
O 6.476 -2.623 -4.128 -0.3 0.0 0.3
H 5.523 -1.643 -6.316 0.1 -0.1 0.4
H 4.473 -3.007 -6.653 -0.4 0.2 -0.1
H 6.127 -3.257 -6.786 0.5 0.2 0.3
H 4.416 -2.880 -4.312 -0.2 0.1 0.4
H 5.207 -5.104 -3.664 -0.2 0.0 0.0
H 6.411 -5.147 -4.924 0.1 0.3 -0.2
H 4.689 -5.092 -5.379 -0.1 -0.5 0.1
H 6.590 -3.102 -3.303 0.4 0.0 0.6
C -5.110 5.699 5.341 0.3 -0.3 -0.1
C -3.768 5.616 4.623 0.1 0.2 -0.6
C -3.771 4.660 3.413 0.1 -0.3 0.6
O -3.447 6.945 4.251 -0.5 0.4 -0.7
H -5.924 5.987 4.675 0.2 0.2 -0.2
H -5.009 6.466 6.109 -0.2 -0.2 0.2
H -5.389 4.726 5.745 0.1 0.1 0.3
H -2.962 5.296 5.284 -0.2 -0.3 0.5
H -4.163 3.688 3.712 -0.4 0.0 0.1
H -2.758 4.400 3.106 0.2 0.5 -0.3
H -4.358 5.038 2.576 0.1 0.1 0.0
H -2.506 7.118 4.333 0.2 -0.1 0.3
C -5.310 2.471 -0.533 -0.4 1.1 0.1
C -5.741 1.024 -0.479 1.9 0.0 0.1
C -4.646 0.285 0.321 -1.1 -0.4 -0.8
O -6.970 0.830 0.154 -0.7 -0.1 0.6
H -5.234 2.940 0.449 -0.1 -0.4 0.4
H -6.033 3.107 -1.044 0.0 0.0 -0.4
H -4.323 2.611 -0.975 0.0 -0.2 -0.4
H -5.784 0.626 -1.493 0.1 -0.1 0.0
H -4.962 -0.756 0.389 0.1 -0.1 0.4
H -4.565 0.746 1.305 0.2 -0.2 0.0
H -3.713 0.280 -0.242 0.0 0.2 0.2
H -7.685 1.022 -0.458 0.0 0.1 -0.1
C 0.964 6.329 6.371 1.2 0.0 -0.5
C 0.286 6.802 5.056 0.7 -0.8 1.6
C 0.148 5.720 3.981 -1.0 -0.1 0.2
O -0.976 7.310 5.473 -0.6 -0.1 -1.1
H 0.751 6.969 7.227 -0.3 0.3 -0.2
H 2.040 6.427 6.228 0.3 -0.2 0.0
H 0.810 5.311 6.728 -0.5 -0.1 -0.4
H 0.903 7.618 4.678 0.0 0.1 -0.2
H -0.611 4.987 4.253 -0.2 0.0 0.5
H 1.029 5.107 3.790 0.4 0.5 0.1
H -0.240 6.113 3.041 0.3 0.3 -0.1
H -0.804 8.071 6.032 -0.1 0.1 0.0
C 0.873 -0.867 -0.772 0.4 -0.2 0.1
C -0.478 -0.555 -0.117 1.9 -0.7 -0.4
C -0.677 0.917 0.097 -0.4 0.2 0.5
O -1.442 -1.110 -0.933 -1.8 0.4 -1.6
H 0.993 -0.536 -1.804 -0.5 0.7 0.0
H 1.012 -1.940 -0.908 0.1 -0.2 0.6
H 1.685 -0.422 -0.198 0.2 -0.3 0.0
H -0.574 -1.095 0.825 0.4 0.2 0.5
H -0.285 1.594 -0.661 -0.2 -0.3 -0.4
H -0.154 1.216 1.005 -0.2 0.0 0.3
H -1.757 1.027 0.200 0.1 0.6 0.2
H -1.682 -2.003 -0.676 0.0 -0.6 0.2
C 4.738 -5.343 2.326 1.1 -0.3 0.9
C 5.460 -5.564 1.025 -1.3 1.1 -2.2
C 4.508 -5.230 -0.162 0.2 0.1 0.2
O 6.647 -4.728 0.881 -0.9 -1.1 0.7
H 4.889 -4.326 2.689 -0.6 0.2 -0.3
H 5.252 -5.938 3.081 -0.2 -0.2 0.3
H 3.698 -5.665 2.288 0.1 0.3 0.0
H 5.684 -6.619 0.868 0.5 -0.1 0.3
H 4.923 -5.518 -1.128 0.0 -0.3 0.1
H 4.229 -4.185 -0.297 0.4 0.3 0.5
H 3.556 -5.727 0.027 0.1 -0.3 -0.2
H 7.215 -5.002 1.604 0.4 0.2 0.0
C -4.630 -2.862 5.964 0.4 -0.3 1.3
C -4.704 -1.371 5.667 0.5 -1.4 -1.5
C -4.130 -1.131 4.219 -0.5 0.2 1.5
O -6.059 -1.068 5.584 -1.3 1.0 -0.3
H -5.251 -3.126 6.821 -0.7 0.2 -0.1
H -3.688 -3.184 6.408 0.6 0.0 -0.9
H -4.967 -3.450 5.111 0.3 -0.1 0.1
H -4.222 -0.799 6.460 0.3 0.2 -0.2
H -4.332 -0.100 3.928 0.3 0.1 0.0
H -4.669 -1.769 3.518 0.0 -0.1 0.2
H -3.072 -1.391 4.196 0.1 0.2 -0.1
H -6.435 -0.931 6.457 0.0 -0.1 0.1
C 6.288 -1.604 -0.212 -0.4 0.7 0.2
C 7.409 -2.155 -1.067 0.8 -0.4 -0.3
C 8.813 -2.146 -0.470 -0.3 0.4 0.3
O 7.070 -3.487 -1.474 0.1 0.7 -0.7
H 6.398 -0.540 -0.002 0.2 0.1 0.0
H 6.127 -2.094 0.748 0.4 -0.3 0.0
H 5.332 -1.694 -0.727 0.0 -0.1 -0.3
H 7.575 -1.540 -1.952 -0.8 -0.1 -0.4
H 9.569 -2.521 -1.159 -0.3 -0.3 -0.1
H 8.841 -2.717 0.459 0.2 0.1 0.2
H 9.084 -1.100 -0.329 0.1 0.0 0.5
H 6.990 -3.962 -0.643 -0.1 -0.6 0.3
```
Positions in Å, forces in eV/Å.

LUMO energy (hartree): 0.00874
ΔE to the lowest compared entry with this formula, charge and spin (eV): 4.653
Gap between HOMO and LUMO (eV): 9.29
Charge: 0

Atom charges from the Mulliken analysis, given in e for atoms 1 to 99: -0.578 0.264 -0.777 -0.585 -0.315 0.414 0.337 0.196 0.093 0.445 0.159 0.392 -1.583 0.743 -0.470 -0.328 0.406 0.328 0.277 -0.256 -0.001 -0.147 0.712 0.344 -0.166 -0.180 0.166 -0.558 0.060 0.613 -0.258 0.200 0.172 -0.089 -0.308 0.351 -0.275 0.867 -0.920 0.610 -0.540 -0.363 0.551 0.219 0.099 0.434 -0.522 -0.983 -0.237 0.348 -1.169 -0.584 0.061 -0.147 0.251 0.306 0.359 0.359 0.122 0.326 -0.961 0.541 -0.629 -0.471 -0.355 0.587 0.493 0.221 -0.071 0.190 0.160 0.199 -0.295 0.000 -0.898 -0.623 0.391 -0.276 0.138 0.425 0.011 0.374 0.337 0.573 -1.564 0.543 -0.562 0.367 0.608 0.038 0.295 0.440 0.624 -0.035 -0.344 -0.175 -1.712 2.927 -1.538